DFT (ωB97M-V with the def2-TZVPD basis set) results for a 3-piece molecular cluster, C35H40O3 overall at a distorted geometry.

Geometry as ORCA input:
```
! RIJCOSX wB97M-V def2-TZVPD def2/J DEFGRID3
* xyz 0 1
C 3.77 -1.93 -2.33
C 5.00 -1.36 -1.87
C 6.17 -0.71 -0.89
C 6.45 0.88 -1.16
C 5.32 1.90 -0.53
C 4.09 1.13 0.26
C 2.62 0.92 -0.49
C 2.30 1.50 -2.02
C 1.68 3.03 -1.77
C 0.11 2.92 -1.30
C -0.20 3.49 0.21
C -1.11 2.50 1.15
C -2.43 1.87 0.42
C -2.63 0.34 1.07
O -3.59 -0.48 0.32
C -2.93 -1.37 -0.65
C 1.36 0.14 0.25
C 1.45 -0.47 1.80
C 2.91 -0.22 2.55
C 4.20 0.53 1.80
C 5.60 0.70 2.64
O 6.84 0.69 2.09
C 5.44 0.91 4.29
C 4.27 0.24 4.97
C 3.19 -0.71 4.12
O 2.56 -1.78 4.62
H 2.78 -2.48 -2.69
H 5.99 -0.97 0.26
H 7.17 -1.28 -1.18
H 7.48 1.15 -0.64
H 6.62 1.04 -2.32
H 5.87 2.63 0.24
H 4.86 2.52 -1.42
H 1.44 0.88 -2.56
H 3.28 1.58 -2.68
H 2.30 3.65 -0.99
H 1.70 3.62 -2.80
H -0.52 3.61 -2.04
H -0.26 1.80 -1.46
H -0.63 4.60 0.23
H 0.86 3.57 0.76
H -1.53 3.18 2.04
H -0.47 1.66 1.70
H -2.33 1.70 -0.74
H -3.44 2.46 0.63
H -3.01 0.41 2.18
H -1.55 -0.14 1.11
H -3.43 -1.17 -1.72
H -1.78 -1.18 -0.79
H -3.11 -2.52 -0.43
H 0.30 -0.01 -0.28
H 0.54 -1.00 2.34
H 6.22 1.55 4.90
H 4.07 0.34 6.14
C -1.58 -2.09 -5.38
C -2.23 -3.23 -5.87
C -2.05 -4.46 -5.25
C -1.21 -4.57 -4.14
C -0.55 -3.44 -3.65
C -0.74 -2.20 -4.27
H -1.73 -1.13 -5.86
H -2.88 -3.15 -6.74
H -2.56 -5.34 -5.63
H -1.07 -5.53 -3.65
H 0.10 -3.52 -2.79
H -0.23 -1.32 -3.89
C -5.84 -1.05 3.58
C -6.14 -0.58 2.30
C -7.39 -0.02 2.04
C -8.34 0.07 3.05
C -8.05 -0.41 4.33
C -6.80 -0.96 4.59
H -4.87 -1.48 3.78
H -5.40 -0.66 1.51
H -7.62 0.34 1.04
H -9.32 0.51 2.85
H -8.79 -0.34 5.12
H -6.56 -1.33 5.59
*
```

Results
- molar mass (g mol⁻¹) = 508.702
- structure (SMILES) = C#CCCCc1c(CCCCCCCOC)ccc2c1C(=O)C=CC2=O.c1ccccc1.c1ccccc1
- LUMO energy (hartree) = -0.0654
- E_HOMO (eV) = -8.67